Molecular formula: C20H32B2Br2Cl2F8N3O15PS3
Method: DFT, the ωB97M-V functional and the def2-TZVPD basis

Geometry (Å):
C1 -3.65 4.06 3.61
O1 -3.42 3.62 2.28
C2 -4.14 2.41 2.05
C3 -3.27 1.17 2.36
C4 -2.77 0.42 1.12
N1 -1.32 0.08 0.82
P1 -1.60 -0.88 -0.71
N2 -2.21 -2.33 -0.55
O2 -2.68 -0.14 -1.67
O3 -0.33 -1.07 -1.63
C5 -0.78 -0.79 1.96
C6 -1.73 -1.42 3.00
C7 -2.97 -2.34 2.83
C8 -2.74 -3.86 3.14
S1 -2.99 -4.84 1.59
B1 0.21 -1.99 1.44
O4 -0.05 -3.32 1.72
O5 1.27 -1.76 0.60
C9 0.34 -0.09 2.85
Br1 1.55 -1.46 3.71
Br2 -0.26 0.95 4.44
O6 1.26 0.69 2.23
C10 1.06 1.32 0.95
B2 1.53 2.87 1.39
C11 1.74 3.36 2.86
O7 1.89 3.76 0.38
C12 2.32 0.91 0.15
O8 3.28 1.15 0.79
C13 2.80 0.26 -1.16
F1 2.04 -0.68 -1.75
F2 2.92 1.26 -2.05
C14 4.24 -0.39 -1.21
F3 5.21 0.49 -1.17
F4 4.28 -0.84 -2.47
C15 4.46 -1.66 -0.38
F5 4.03 -1.63 0.88
F6 5.80 -1.84 -0.28
C16 3.92 -2.96 -1.06
O9 3.11 -3.59 -0.52
O10 4.43 -3.39 -2.23
C17 -0.45 1.32 0.49
O11 -0.85 2.28 1.52
C18 -0.72 2.19 -0.79
Cl1 -2.42 2.76 -1.14
C19 0.03 1.93 -2.16
C20 -0.80 1.67 -3.43
Cl2 0.94 3.45 -2.59
H1 -3.59 3.23 4.33
H2 -4.64 4.53 3.71
H3 -2.88 4.78 3.90
H4 -4.61 2.37 1.06
H5 -4.97 2.41 2.77
H6 -3.93 0.50 2.94
H7 -2.53 1.51 3.09
H8 -3.34 -0.51 1.03
H9 -3.27 0.97 0.31
H10 -2.30 -2.55 0.44
H11 -2.73 -0.72 -2.45
H12 -0.31 -1.94 -2.07
H13 -2.09 -0.68 3.72
H14 -1.10 -2.03 3.66
H15 -3.73 -2.09 3.59
H16 -3.55 -2.32 1.90
H17 -1.76 -4.05 3.56
H18 -3.48 -4.25 3.84
H19 -1.80 -5.40 1.31
H20 0.80 -3.77 1.87
H21 1.22 -2.40 -0.12
H22 0.75 3.55 3.31
H23 2.25 2.66 3.53
H24 2.28 4.31 2.89
H25 1.22 4.45 0.33
H26 3.89 -3.00 -2.95
H27 -1.59 2.85 1.23
H28 -0.35 3.19 -0.56
H29 0.78 1.14 -2.13
H30 -1.15 0.64 -3.54
H31 -1.55 2.42 -3.68
H32 -0.07 1.76 -4.24
N3 3.31 -0.63 -6.65
S2 3.21 -1.85 -7.66
O12 1.92 -2.13 -8.19
O13 4.06 -2.97 -7.38
F7 3.94 -1.18 -8.90
S3 2.61 -0.91 -5.28
O14 2.42 0.27 -4.50
O15 3.04 -2.07 -4.55
F8 1.11 -1.28 -5.69

The calculation puts the HOMO energy at -8.9 eV. For the largest force on an atom, the calculation gives 6.25 eV/A. Its multiplicity is 1. The value obtained for the LUMO energy is -0.05935 hartree.